No. 1
This record from the OMol25 dataset describes C5H6N2O as an isolated structure at a distorted geometry. The level of theory is the ωB97M-V functional and the def2-TZVPD basis.

Structure (XYZ):
```
14
Properties=species:S:1:pos:R:3:forces:R:3
N -2.0913 0.2890 1.7797 0.2 -0.2 -0.1
C -0.0194 1.3105 0.1706 -1.3 -0.7 1.2
C 0.7139 0.3277 -0.5174 -0.3 -1.6 -0.3
H 1.7847 0.2355 -0.6286 0.0 0.2 -0.1
H -1.1454 0.6761 -1.6360 0.1 0.0 0.1
H 0.0438 2.0561 -1.8691 0.0 0.0 0.2
C -0.2676 1.2083 -1.2639 0.1 -0.3 0.0
O -0.7384 -1.6162 -0.9510 -0.2 0.4 1.0
N 0.6368 -1.7934 0.9149 -0.5 0.0 0.4
H 0.0711 2.0682 0.9324 0.0 0.0 -0.1
C -1.2272 -0.0429 1.0757 -0.3 1.8 0.3
H 1.2574 -2.4406 0.4404 -0.1 0.2 0.1
H 1.1077 -1.2144 1.5997 0.0 -0.1 -0.2
C -0.1261 -1.0637 -0.0473 2.4 0.3 -2.5
```
Positions in Å, forces in eV/Å.

Its LUMO energy is -0.066 Eh. The energy relative to the best compared isomer or geometry (same formula, charge and spin) comes out at 519.1 kJ/mol.

These are the Löwdin partial charges, in e, on atoms 1 to 6:
1 N 0.158
2 C -0.013
3 C -0.174
4 H 0.138
5 H 0.126
6 H 0.121

---

No. 2
This record from the OMol25 dataset describes a 11-piece molecular cluster, C52H95F21N4O14 overall at a distorted geometry. The level of theory is the ωB97M-V functional and the def2-TZVPD basis.

Structure (XYZ):
```
186
Properties=species:S:1:pos:R:3:forces:R:3
C 4.3365 4.8066 -1.0154 1.0 0.3 0.1
H 0.8467 -4.1042 1.4317 -0.2 0.2 0.3
H 2.6576 0.6300 3.6376 -0.9 1.5 0.0
H 3.7378 0.2116 0.6723 0.1 -0.2 -0.3
C -2.1236 2.3758 -4.9768 0.4 -0.9 1.4
H -2.2104 -0.7860 1.8101 -0.6 -0.4 0.9
C 1.6790 -4.1472 2.1371 0.5 0.6 -1.0
H 1.0747 -2.3450 3.1756 0.7 0.1 0.3
C 0.2522 4.5030 4.9296 -0.9 -0.1 0.3
O 1.9612 -0.3688 -1.3468 0.6 -1.4 0.5
H -5.9363 -0.6781 -3.0709 -0.1 -0.3 0.0
O -6.8967 3.6995 -3.5948 -4.3 2.5 -2.0
H 6.3810 2.4957 2.3630 -0.5 0.3 0.0
H -3.1073 -5.1861 5.8072 0.4 -0.2 0.4
H 0.5354 -1.0895 5.7730 0.4 0.0 -0.4
C -5.6290 0.4803 0.1942 0.4 0.4 -0.4
C 3.0168 4.7245 -0.3331 -1.5 -1.4 -1.5
H -3.7181 -2.5124 -1.3537 0.2 -1.2 0.1
O 3.1040 -2.8797 3.7282 -0.4 0.1 -0.2
H 4.0051 3.2866 4.6621 0.0 0.5 0.1
F 3.2963 2.8349 -7.2888 0.7 0.5 1.1
H -5.9315 -5.4027 0.8114 -0.1 0.1 0.0
H 3.2414 -0.5041 -4.8236 0.9 -0.6 0.2
F 0.9361 -5.7305 -2.7085 0.5 0.4 0.3
C 6.5557 4.0399 -1.3074 0.0 -1.7 -0.9
C 6.4575 3.6800 -2.8216 -1.7 0.6 1.1
F 6.5242 -1.9366 4.2912 0.5 0.9 -1.1
H -3.6091 -3.0860 4.7486 0.0 0.8 -0.1
C -5.9479 -0.3195 -4.0960 -0.1 1.3 -0.1
C 4.3271 -2.5161 3.3981 0.5 2.4 -1.9
H 5.9439 1.4695 1.0171 0.6 1.4 -0.1
F 2.7167 1.8996 -3.4316 0.7 0.0 0.2
N 1.4234 2.3852 4.2250 1.1 0.6 2.0
C -5.6957 -5.7658 2.9304 -0.1 -0.9 1.1
C -3.9148 -3.3821 0.5771 0.9 0.3 1.1
F 0.3336 -4.4824 -1.0635 0.0 0.2 0.0
H -4.9581 -3.7810 -1.1544 0.1 -0.1 -0.6
H -6.4395 1.4458 -5.1815 0.1 0.5 0.1
H -2.6120 2.9850 -4.2689 0.0 1.2 1.2
C -0.3588 -0.5241 5.9884 -0.2 1.2 1.1
C -2.5925 -1.2067 2.7790 0.8 0.5 0.3
O 4.6948 -1.9946 2.3434 -0.9 -1.2 1.5
H 3.6746 -1.2513 -2.0196 0.3 0.1 -1.2
H 1.4991 2.8181 6.3079 -0.3 -0.2 0.3
H 6.1906 2.6134 -2.9308 0.2 0.5 0.1
H -3.4440 -6.5654 1.6516 0.2 0.3 0.2
H -0.2936 -0.2794 7.0665 0.1 0.0 -0.4
H -6.0475 -3.9896 1.8944 -0.1 0.4 -0.3
H -4.9212 -0.3005 -4.4876 -0.4 -0.4 -0.1
H 4.7376 -0.6218 -5.7577 0.2 -0.4 0.1
H 6.8761 5.0372 -1.0351 0.3 0.7 -0.5
H 1.4418 -4.8045 2.9418 -0.2 -0.6 0.5
H -1.4649 -5.0281 1.8052 0.3 0.0 0.2
F -5.8719 -0.5198 1.0049 -0.5 -0.6 1.4
H -1.6149 -4.6517 0.1099 0.2 0.4 -0.7
C 6.3435 2.5072 1.2667 -0.5 -1.7 0.7
H 7.3042 3.9290 -3.3989 1.3 0.1 -0.4
H -1.7032 1.5401 -4.4262 -0.1 -0.3 0.1
H 2.5833 3.7034 -0.2905 0.7 0.2 0.1
C -5.9832 3.1957 -3.1242 3.5 -1.8 2.2
H 0.2664 3.5958 3.0183 0.2 0.3 -0.2
C 3.2602 -1.0511 -1.0651 0.4 2.6 -0.4
H 7.3833 2.6039 1.0622 0.9 -0.2 -0.8
O 1.8585 -2.6799 -3.4438 2.6 1.5 0.1
C -4.9547 3.9600 -2.2973 0.1 -0.4 2.0
H -2.5564 -3.1876 -4.9159 -0.1 -0.1 0.2
C -2.5695 -3.3947 4.9197 -0.7 -1.3 1.0
H -5.2563 -6.7798 2.8728 0.0 0.5 -0.2
H -2.1967 2.0750 2.8649 0.4 -0.2 0.1
H -1.5009 3.9698 -6.1807 0.8 -0.2 0.3
O 0.9079 1.3696 -5.2306 -0.2 1.6 0.9
H 4.2797 0.9314 -0.8612 -0.1 -0.8 0.1
H -0.1539 -2.5725 -5.4687 0.7 -0.4 -1.6
C -3.2744 -5.7091 0.9936 -2.2 0.2 -1.5
C 3.3945 3.4707 5.5529 -0.4 -0.8 0.3
H -2.1512 3.2268 1.4856 -0.2 -0.1 0.9
H 3.2450 -1.6927 -7.5219 0.4 -1.1 -1.2
F -4.3378 4.7201 -3.1404 1.5 1.4 -1.4
C -5.3754 1.8580 0.9212 -1.7 -1.3 -0.8
F -1.2293 0.0445 -0.0697 0.6 0.6 0.2
F -3.9926 3.1676 -1.6866 -1.3 0.8 -0.4
O 3.0817 0.2394 -7.0677 0.0 2.1 -0.2
H -1.0820 -2.6627 2.7961 0.5 0.0 0.0
H -7.5386 1.1739 -3.7852 1.2 0.2 -0.1
H -0.6268 -1.0504 3.5715 0.0 -0.8 -0.3
C -1.3813 -1.8580 3.4657 0.1 0.7 1.1
F 5.7940 -3.8997 4.5668 0.4 -1.5 -0.3
H -6.6708 -0.8416 -4.7369 0.6 -0.5 0.2
C 1.0043 3.7641 3.8084 0.3 -0.7 -0.3
H 5.0869 -0.5276 -0.1520 0.5 0.1 0.0
O -6.0895 2.7794 0.6704 0.1 0.5 0.0
F -1.0269 -0.7885 -2.0192 -0.3 -0.7 0.0
H 5.9206 4.6179 1.1917 0.1 -0.5 -0.3
H -1.3491 -6.3921 0.6242 0.1 1.3 0.0
H 2.3132 5.2028 -0.9961 -0.4 0.6 0.0
H 1.0705 2.2628 1.6429 -0.5 0.4 -0.8
C 3.8279 -1.1656 -5.5063 -0.9 -0.1 1.6
C 1.9682 -2.7380 2.6850 1.2 -1.9 0.3
H -6.7454 -5.9585 3.2508 0.4 0.4 -0.8
H -0.6878 2.4531 -6.5289 0.4 -0.3 -0.3
C -1.5757 -1.4011 5.8559 -1.4 -1.4 2.9
C -1.0487 3.0646 -5.7248 -2.2 1.1 -1.7
F -6.6800 0.5531 -0.6335 0.4 0.4 -0.1
H -1.6330 -4.4766 6.6341 -0.7 0.0 -0.4
C 0.9424 -0.8997 -0.7288 -1.3 -0.2 1.6
C -0.5779 -2.3627 -4.5406 -0.5 -0.4 2.7
C 1.9443 2.9389 -3.6662 -0.7 0.0 0.9
H 0.8568 4.9047 5.7500 0.2 -0.1 -0.3
H 4.2507 4.7893 -2.0954 -0.5 -0.3 -0.1
O -0.0183 3.4355 -4.8506 1.0 -0.5 0.1
O 0.8698 -1.8353 0.0481 0.4 0.8 -1.1
C 2.9297 -1.1095 -6.7091 -0.7 -0.7 0.4
H -4.7021 -2.7217 0.8380 -0.9 0.7 0.3
F 1.3764 3.3241 -2.4869 -0.1 -0.5 -0.8
H 0.4357 0.7980 2.4141 -0.3 0.1 0.2
C 4.1447 -0.0305 -0.3221 -0.9 -0.3 0.2
H -3.3223 -3.9235 6.9556 0.2 0.4 0.1
O -5.5610 1.9820 -3.2810 -1.0 -2.9 -1.4
F -5.5235 4.7629 -1.3818 0.3 -0.7 -0.1
H -4.4812 2.8848 3.5291 0.4 -0.1 -0.9
H 4.7783 5.8076 -0.8686 0.1 0.2 0.5
H 3.1376 -2.0161 -0.6583 -0.5 -0.7 1.2
F -0.0134 1.0081 -1.6680 -0.4 1.6 0.6
H -0.1483 -1.4605 -4.1150 0.1 0.1 -0.2
C -2.5616 3.0269 2.5051 -0.2 0.3 -0.6
C 3.0286 0.6530 -8.2935 -0.4 2.1 -1.7
F 2.2583 2.8735 -9.1188 1.1 -1.0 -0.2
H -3.2760 -2.0144 2.5977 -0.8 0.2 -0.1
C -3.9218 -3.5255 -0.9143 -0.7 -0.2 -0.3
H 2.4685 1.4434 5.7247 0.3 0.3 0.4
O 2.7794 0.0826 -9.3118 0.0 -0.9 0.1
H -5.2563 -5.2950 3.8242 0.1 0.0 -0.4
C 1.1775 -4.5590 -2.0815 0.7 -0.7 0.4
H 1.7670 0.6644 1.3431 0.3 0.2 -0.2
H -3.0407 -2.8223 0.9165 0.3 -0.3 -0.4
C -6.4779 1.1048 -4.1496 0.1 0.3 1.1
C -5.5021 -4.9015 1.6908 0.8 -0.3 0.2
H -1.7794 -1.9193 6.8928 1.0 0.3 -1.8
H 1.8713 4.3536 3.3918 -0.7 -0.3 0.3
C 1.0454 -3.4310 -3.0712 -4.0 -0.5 -2.0
H -2.9880 2.0602 -5.4794 -0.7 -0.8 -1.7
H 4.0191 -2.1595 -5.0096 -0.3 1.1 -0.8
H 7.2821 3.3523 -0.8778 0.1 0.1 0.0
C 1.3243 1.3243 2.0826 -0.2 -0.8 -0.7
N 5.2888 3.7767 -0.6509 0.3 -0.6 -0.2
H -0.3983 0.4856 5.5040 0.2 -1.1 -0.2
C 0.8723 2.4603 -4.6960 0.5 -0.3 -0.1
C 5.5089 3.6529 0.7652 1.0 1.4 0.5
F 2.6567 4.0009 -4.0514 0.1 -0.4 -0.5
C 5.4404 -2.6296 4.5064 -1.0 -0.8 0.8
H -2.5122 -1.8567 -3.6363 0.2 -0.7 -0.5
F -4.5408 0.1030 -0.4834 0.3 0.4 -0.7
H 2.9177 5.1521 0.6172 0.2 0.7 1.4
C -4.0670 2.9460 2.4837 -0.5 1.1 1.3
H -3.2878 -4.3755 -1.2256 0.0 0.9 -0.4
N -1.5176 -2.4448 4.8508 0.2 1.8 -1.3
H -2.2545 -1.5052 -5.3300 -0.4 0.2 -0.3
C 2.2165 1.6111 3.2230 0.5 -0.2 1.7
C -2.6325 -4.2737 6.1888 0.2 -0.1 -0.2
H -3.7467 -6.0705 -0.0131 0.9 0.4 1.2
H -2.4234 -4.1073 4.1417 0.4 -0.4 -1.0
C 2.1928 2.4882 5.5508 -0.3 -0.2 -1.8
H 2.4782 -4.5958 1.5049 -0.1 0.5 0.7
H 4.0204 3.2421 6.4308 -0.2 0.2 -0.3
N -4.0673 -4.5455 1.4558 -0.6 -0.9 0.0
C -0.3650 -0.1023 -1.0551 0.6 -1.3 -1.6
C -1.8153 -5.3896 0.8450 -0.1 -2.1 0.8
H -0.4562 3.7871 5.4127 0.4 0.4 -0.4
H -3.0313 -0.3918 3.3876 0.1 -0.5 -0.4
O -0.1969 -3.4719 -3.6210 0.1 0.2 0.5
O -4.4410 1.7436 1.8133 0.5 -0.3 -0.1
H -4.5694 3.8106 2.0092 0.4 -0.5 0.1
H 2.3661 -2.1275 1.9132 0.1 0.8 -0.4
H 5.6449 4.2812 -3.2628 0.2 -0.4 0.0
H 1.8463 -1.2946 -6.5338 0.8 0.0 0.2
H 4.5966 3.5783 1.2582 -2.0 -0.2 0.6
F 5.0563 -2.3151 5.7427 -1.0 0.5 0.3
F 2.4380 -4.5123 -1.6057 -0.5 -0.6 0.0
H -0.3685 5.3565 4.5564 0.6 -0.7 0.0
H -2.2967 3.8054 3.2226 0.3 0.0 -0.2
F 4.4727 2.4515 -9.1208 -1.8 -0.1 0.8
C -2.0922 -2.2674 -4.5759 0.6 0.6 0.1
H 3.0301 4.5116 5.6426 0.4 -0.5 -0.3
H -2.5096 -0.8286 5.9310 -0.2 0.5 -1.1
C 3.2724 2.2466 -8.4551 0.1 -0.8 -0.5
H 3.0955 2.1933 2.9402 0.2 0.1 -0.4
```
Positions in Å, forces in eV/Å.

Its LUMO energy is 0.014 Eh.

These are the Löwdin partial charges, in e, on atoms 1 to 6:
1 C -0.265
2 H 0.044
3 H 0.140
4 H 0.060
5 C -0.046
6 H 0.075

---

No. 3
This record from the OMol25 dataset describes C4H7NO3 as an isolated structure at a distorted geometry. The level of theory is the ωB97M-V functional and the def2-TZVPD basis.

Structure (XYZ):
```
15
Properties=species:S:1:pos:R:3:forces:R:3
H -1.4835 -0.0720 2.2949 -1.2 -0.7 0.5
C 1.0318 -0.7489 0.8913 6.1 -5.5 6.6
O 0.4096 -0.1832 2.1696 6.5 -2.9 1.1
N -0.7078 0.3063 1.8140 -4.8 2.1 -6.4
H -0.9423 0.8180 -1.6393 2.6 -1.0 -3.9
C 0.6593 0.1246 -0.1170 2.1 1.1 -5.1
C 0.7198 -0.2116 -1.7407 -1.1 -0.1 -0.7
H 0.4716 -1.2175 -2.1616 -0.1 0.1 1.6
H 1.2644 1.0404 -0.1195 -0.5 0.1 0.7
O -0.1119 0.6829 -2.5106 -1.7 0.7 4.3
H 0.9131 -1.9426 0.9674 -0.8 2.7 -0.9
O -1.4893 0.0243 -0.5900 -2.0 0.4 3.7
H 1.7198 -0.0744 -2.0857 1.0 0.4 0.2
H 2.1321 -0.7234 1.2206 -1.3 0.2 -0.8
C -0.6755 0.1417 0.3452 -4.6 2.4 -0.9
```
Positions in Å, forces in eV/Å.

Its LUMO energy is 0.008 Eh. The energy relative to the best compared isomer or geometry (same formula, charge and spin) comes out at 706.4 kJ/mol.

These are the Löwdin partial charges, in e, on atoms 1 to 6:
1 H 0.140
2 C -0.124
3 O -0.115
4 N 0.038
5 H 0.157
6 C -0.219

---

Number 1: frontier orbital gap 7.636 eV, HOMO energy -9.44 eV. Number 2: frontier orbital gap 8.737 eV, HOMO energy -8.36 eV. Number 3: frontier orbital gap 9.531 eV, HOMO energy -9.32 eV.